BF4H20O10 | the ωB97M-V functional and the def2-TZVPD basis

The LUMO energy comes out at 2.6 eV. For the relative energy (zero: lowest compared OMol25 entry of this formula, charge and spin), the calculation gives 81.3 kJ/mol. For the calculated total energy, the calculation gives -1189.0597 Ha. Its net charge is -1. Its multiplicity is 1.

Positions of all 35 atoms, in Å:
B1 -0.18 -0.05 -0.14
F1 -0.04 1.01 -1.08
F2 -0.31 -1.25 -0.83
F3 1.03 -0.10 0.57
F4 -1.30 0.17 0.67
O1 2.31 2.06 1.64
H1 1.66 2.72 1.92
H2 1.78 1.36 1.21
O2 2.95 -2.31 1.31
H3 2.43 -2.00 2.06
H4 3.38 -3.12 1.63
O3 0.82 3.44 -2.17
H5 0.77 2.51 -2.44
H6 -0.02 3.59 -1.71
O4 -0.50 -0.01 3.48
H7 0.36 0.32 3.73
H8 -0.68 0.40 2.62
O5 0.52 -4.26 0.66
H9 1.21 -4.92 0.57
H10 1.00 -3.42 0.68
O6 3.47 0.25 -1.69
H11 2.53 0.36 -1.51
H12 3.64 0.83 -2.44
O7 -2.16 3.11 -1.31
H13 -2.54 2.88 -2.17
H14 -1.71 2.30 -1.03
O8 0.26 -1.22 -3.48
H15 0.44 -1.23 -2.53
H16 -0.69 -1.07 -3.53
O9 -3.02 -1.35 -1.44
H17 -3.25 -2.06 -0.84
H18 -2.27 -0.91 -1.02
O10 -4.33 0.62 2.72
H19 -4.09 0.63 3.65
H20 -3.49 0.71 2.25

C11H11BO2 | the ωB97M-V functional and the def2-TZVPD basis

The LUMO energy (alpha / beta) comes out at -1.2 / -0.3 eV. For the relative energy (zero: lowest compared OMol25 entry of this formula, charge and spin), the calculation gives 482.8 kJ/mol. For the calculated total energy, the calculation gives -600.9526 Ha. Its multiplicity is 1.

Positions of all 25 atoms, in Å:
B1 0.57 -0.78 -2.59
C1 2.73 1.50 1.42
C2 1.89 1.55 2.48
C3 2.38 0.98 0.19
C4 0.66 0.88 2.39
C5 1.14 0.25 0.00
C6 0.37 0.10 1.29
C7 0.73 -0.28 -1.16
C8 -0.94 -0.42 1.09
C9 -1.93 -0.59 0.26
C10 -2.13 -1.14 1.69
C11 -2.86 -0.17 -0.81
O1 1.88 -1.21 -3.19
O2 -0.59 -0.76 -3.32
H1 3.66 2.09 1.39
H2 2.17 2.06 3.39
H3 3.12 1.05 -0.63
H4 -0.07 0.83 3.23
H5 -2.64 -0.59 2.35
H6 -2.09 -2.24 1.97
H7 -2.86 -1.03 -1.41
H8 -2.39 0.69 -1.51
H9 -3.84 0.04 -0.34
H10 1.60 -1.62 -3.97
H11 -0.56 -1.18 -4.21

C42H84O14P | the ωB97M-V functional and the def2-TZVPD basis

The LUMO energy comes out at 1.7 eV. For the calculated total energy, the calculation gives -3045.0837 Ha. Its net charge is -1. Its multiplicity is 1.

Positions of all 141 atoms, in Å:
C1 -3.14 5.10 -3.93
C2 -3.95 3.89 -3.47
O1 -3.74 2.81 -4.35
C3 -3.73 1.52 -3.77
P1 -2.19 0.52 -4.36
C4 -1.84 -0.11 -2.48
C5 -0.90 0.77 -1.80
O2 -1.17 1.86 -1.33
C6 0.54 0.35 -1.84
C7 1.33 0.83 -2.87
C8 2.66 0.44 -2.97
C9 3.20 -0.43 -2.04
C10 2.43 -0.89 -0.99
C11 1.10 -0.50 -0.89
C12 -2.50 1.04 -6.20
C13 -3.85 0.79 -6.79
C14 -4.45 -0.47 -6.76
C15 -5.72 -0.68 -7.31
C16 -6.42 0.36 -7.89
C17 -5.83 1.63 -7.93
C18 -4.57 1.81 -7.41
H1 -2.79 4.90 -4.94
H2 -3.74 6.01 -3.96
H3 -2.26 5.24 -3.32
H4 -5.01 4.15 -3.47
H5 -3.65 3.61 -2.47
H6 -3.72 1.59 -2.68
H7 -4.62 0.97 -4.08
H8 -1.39 1.74 -4.14
H9 -0.96 -0.20 -4.74
H10 -2.99 -0.69 -4.51
H11 -2.75 -0.25 -1.90
H12 -1.37 -1.09 -2.61
H13 0.90 1.50 -3.60
H14 3.27 0.79 -3.79
H15 4.23 -0.74 -2.14
H16 2.86 -1.55 -0.25
H17 0.51 -0.89 -0.07
H18 -1.76 0.49 -6.79
H19 -2.28 2.10 -6.29
H20 -3.92 -1.30 -6.32
H21 -6.17 -1.66 -7.27
H22 -7.41 0.21 -8.29
H23 -6.32 2.47 -8.39
H24 -4.13 2.80 -7.46
C19 -0.47 -4.12 -0.85
O3 -0.95 -3.49 0.33
C20 -2.22 -2.89 0.16
C21 -3.32 -3.72 0.78
O4 -3.50 -4.96 0.11
C22 -2.89 -6.05 0.78
H25 0.42 -4.68 -0.58
H26 -1.21 -4.80 -1.27
H27 -0.20 -3.37 -1.61
H28 -2.43 -2.71 -0.90
H29 -2.19 -1.92 0.66
H30 -4.27 -3.17 0.70
H31 -3.11 -3.88 1.84
H32 -3.44 -6.30 1.69
H33 -1.85 -5.84 1.04
H34 -2.93 -6.90 0.10
C23 -0.71 0.71 2.42
O5 -1.13 0.00 3.58
C24 -0.60 -1.31 3.68
C25 0.54 -1.38 4.67
O6 1.67 -0.64 4.24
C26 1.78 0.64 4.85
H35 -1.00 1.75 2.55
H36 0.38 0.65 2.30
H37 -1.19 0.32 1.52
H38 -0.26 -1.67 2.71
H39 -1.40 -1.97 4.03
H40 0.86 -2.42 4.78
H41 0.20 -1.02 5.65
H42 2.08 0.54 5.90
H43 0.85 1.19 4.79
H44 2.56 1.18 4.31
C27 1.40 -2.72 -4.21
O7 1.07 -4.00 -4.75
C28 1.05 -4.03 -6.16
C29 2.31 -4.66 -6.73
O8 3.46 -3.87 -6.47
C30 4.23 -4.34 -5.37
H45 1.56 -2.85 -3.14
H46 2.32 -2.32 -4.65
H47 0.58 -2.01 -4.36
H48 0.92 -3.02 -6.57
H49 0.19 -4.63 -6.47
H50 2.21 -4.74 -7.81
H51 2.43 -5.66 -6.32
H52 4.75 -5.27 -5.62
H53 3.61 -4.50 -4.49
H54 4.97 -3.57 -5.15
C31 4.50 2.93 10.98
O9 4.13 1.62 11.36
C32 2.83 1.25 10.92
C33 2.88 0.36 9.70
O10 3.38 1.04 8.57
C34 4.74 0.73 8.28
H55 5.56 3.04 11.19
H56 4.33 3.10 9.91
H57 3.94 3.68 11.55
H58 2.23 2.14 10.71
H59 2.35 0.70 11.74
H60 1.86 0.03 9.46
H61 3.47 -0.54 9.91
H62 4.82 -0.28 7.88
H63 5.37 0.82 9.17
H64 5.08 1.44 7.53
C35 7.24 -0.08 16.01
O11 6.97 0.66 14.84
C36 5.77 0.28 14.19
C37 4.64 1.24 14.47
O12 4.26 1.21 15.84
C38 4.77 2.29 16.60
H65 8.07 0.40 16.52
H66 6.37 -0.11 16.68
H67 7.53 -1.11 15.77
H68 5.48 -0.73 14.48
H69 5.96 0.29 13.11
H70 3.77 0.95 13.88
H71 4.93 2.25 14.18
H72 4.27 3.23 16.33
H73 5.84 2.41 16.45
H74 4.57 2.07 17.65
C39 -3.65 1.15 -11.02
O13 -4.61 1.67 -11.94
C40 -5.14 2.92 -11.52
C41 -4.55 4.06 -12.31
O14 -3.16 4.23 -12.05
C42 -2.33 3.68 -13.04
H75 -3.16 0.31 -11.50
H76 -2.89 1.90 -10.77
H77 -4.14 0.83 -10.10
H78 -4.98 3.07 -10.45
H79 -6.22 2.90 -11.70
H80 -5.05 4.99 -12.02
H81 -4.72 3.91 -13.38
H82 -2.36 4.27 -13.97
H83 -2.60 2.65 -13.27
H84 -1.31 3.70 -12.66

C5H8N | the ωB97M-V functional and the def2-TZVPD basis

The LUMO energy (alpha / beta) comes out at -6.4 / -6.4 eV. For the relative energy (zero: lowest compared OMol25 entry of this formula, charge and spin), the calculation gives 662.5 kJ/mol. For the calculated total energy, the calculation gives -249.5728 Ha. Its net charge is +1. Its multiplicity is 1.

Positions of all 14 atoms, in Å:
C1 1.38 -0.98 0.32
C2 1.89 0.31 0.39
C3 0.55 0.85 -0.19
C4 -0.22 -0.48 -0.72
C5 -2.17 -0.48 0.36
N1 0.51 -1.68 -0.19
H1 2.13 0.83 1.39
H2 2.81 0.52 -0.25
H3 -0.14 1.44 0.59
H4 0.83 1.56 -1.11
H5 -0.43 -0.42 -1.83
H6 -1.92 -1.24 1.09
H7 -2.97 -0.75 -0.32
H8 -2.27 0.52 0.48

C4H7N3O | the ωB97M-V functional and the def2-TZVPD basis

As for the SMILES: N#C[C@@]1(N)[C@H](N)[C@H]1O. The LUMO energy comes out at 0.7 eV. For the relative energy (zero: lowest compared OMol25 entry of this formula, charge and spin), the calculation gives 271.7 kJ/mol. For the calculated total energy, the calculation gives -396.0449 Ha. Its multiplicity is 1.

Positions of all 15 atoms, in Å:
N1 -0.19 2.99 -0.79
C1 -0.39 1.89 -0.51
C2 -0.06 0.29 -0.41
N2 0.50 -0.29 -1.57
C3 0.44 -0.20 0.90
N3 1.53 -1.08 0.95
C4 -1.12 -0.48 0.30
O1 -2.16 0.15 0.90
H1 1.40 0.13 -1.80
H2 -0.12 -0.22 -2.37
H3 0.34 0.46 1.75
H4 1.65 -1.60 0.09
H5 1.50 -1.70 1.76
H6 -1.38 -1.46 -0.09
H7 -1.94 1.12 0.92

C4H33N3O10 | the ωB97M-V functional and the def2-TZVPD basis

The LUMO energy comes out at -5.1 eV. For the relative energy (zero: lowest compared OMol25 entry of this formula, charge and spin), the calculation gives 126.3 kJ/mol. For the calculated total energy, the calculation gives -1088.3117 Ha. Its net charge is +2. Its multiplicity is 1.

Positions of all 50 atoms, in Å:
C1 3.24 0.67 -0.50
C2 2.29 0.20 -1.61
C3 1.10 -0.49 -1.02
C4 0.06 0.29 -0.58
N1 -1.22 -0.25 -0.14
N2 1.21 -1.82 -0.78
N3 2.56 1.50 0.61
H1 3.94 -0.01 0.12
H2 4.15 1.18 -0.83
H3 2.67 -0.64 -2.21
H4 1.87 1.03 -2.28
H5 0.00 1.32 -0.85
H6 -1.21 -0.18 0.90
H7 -1.96 0.40 -0.34
H8 -1.47 -1.21 -0.37
H9 0.36 -2.23 -0.28
H10 1.79 -2.41 -1.38
H11 2.06 2.36 0.25
H12 3.21 1.58 1.41
H13 1.78 0.96 1.03
H14 -0.60 -1.87 4.10
H15 -1.04 -0.79 4.99
O1 -0.90 -0.97 4.05
H16 2.00 -1.84 2.02
H17 2.42 -1.31 3.39
O2 2.76 -1.48 2.49
H18 -2.13 -4.28 -0.33
H19 -2.54 -3.39 0.69
O3 -1.84 -3.41 0.02
H20 0.48 0.91 -4.42
H21 -0.12 2.13 -4.15
O4 0.13 1.33 -3.63
H22 -0.45 1.39 2.72
H23 0.16 0.05 2.74
O5 0.20 0.86 2.22
H24 -4.64 0.75 -1.47
H25 -4.68 1.37 -0.15
O6 -4.03 1.19 -0.83
H26 -3.07 -0.57 -2.99
H27 -1.85 0.31 -2.94
O7 -2.40 -0.29 -2.37
H28 -2.81 2.25 -0.81
H29 -1.80 2.49 -2.09
O8 -1.95 2.66 -1.18
H30 0.60 -4.69 1.59
H31 0.83 -4.00 2.91
O9 0.40 -3.82 2.04
H32 -0.40 3.97 -0.03
H33 0.80 4.92 0.36
O10 0.57 3.96 0.12

C6H9N | the ωB97M-V functional and the def2-TZVPD basis

As for the SMILES: Cc1c[nH]c(C)c1. The LUMO energy comes out at 1.0 eV. For the relative energy (zero: lowest compared OMol25 entry of this formula, charge and spin), the calculation gives 54.6 kJ/mol. For the calculated total energy, the calculation gives -288.7612 Ha. Its multiplicity is 1.

Positions of all 16 atoms, in Å:
C1 -2.30 -0.54 -1.05
C2 -1.14 -0.22 -0.15
C3 -0.52 -1.21 0.57
N1 0.78 -0.83 0.83
C4 0.99 0.41 0.28
C5 2.24 1.17 0.58
C6 -0.10 0.74 -0.47
H1 -2.00 -0.99 -1.99
H2 -3.01 -1.25 -0.60
H3 -2.85 0.31 -1.45
H4 -0.96 -2.14 0.89
H5 1.33 -1.17 1.58
H6 2.31 2.09 0.01
H7 2.37 1.34 1.64
H8 3.13 0.59 0.30
H9 -0.28 1.68 -0.96